Density functional theory data (wB97M-V/def2-TZVPD) for C47H44BrFeN4O3P2STe as an isolated structure at a distorted geometry.

XYZ file:
```
104
Properties=species:S:1:pos:R:3:mulliken_spin:R:1
C -1.85285 -0.77175 -4.40091 0.005
C -0.94782 -0.17530 2.36139 -0.033
C -2.81995 -0.35085 -1.22891 -0.006
H 3.91761 1.85786 -0.12508 0.002
H -4.99403 5.70082 -1.61482 0.000
C -3.97595 -2.39918 0.29065 0.000
H -6.00750 3.54873 -0.93726 0.000
N 1.71638 1.67395 1.10342 -0.014
C -0.25459 -5.34404 1.84515 -0.003
P -1.92556 0.92676 -2.21221 0.019
H -0.70189 -3.44044 2.70914 0.001
C -2.37195 -0.62807 0.07422 0.007
H -2.57914 -1.86171 1.82101 0.000
H 2.37085 -6.00550 -0.18157 0.000
Te 4.15419 -1.11502 -0.30488 0.243
H 0.93493 -4.67012 -3.36067 0.000
N 0.84983 -1.49275 -2.28879 0.013
H 3.17503 2.56358 -1.55716 0.002
H -4.26026 1.24347 -6.63053 0.000
H -2.64334 0.43443 5.22660 0.000
C -2.99106 2.40247 -1.98321 0.002
C 1.81931 0.56168 -3.13106 -0.007
H -4.21715 -0.93048 -2.74566 0.000
C -5.00276 3.57179 -1.34175 0.000
C -0.91458 -0.83720 5.03657 0.001
H -1.68473 -2.12653 -6.04714 0.000
C 1.69608 -5.44516 0.45435 -0.005
H 0.74721 2.50216 3.73214 -0.001
H -1.11071 -5.82544 2.30315 0.000
C 2.76896 -1.58450 2.92738 0.008
C 1.70431 -0.95442 -3.16723 0.006
H -4.73905 1.45200 -1.17602 0.000
N 2.75577 3.56456 0.26363 0.001
H 3.27151 4.83316 2.30740 0.000
C -2.14618 -1.21898 -5.67840 0.000
C -2.94675 -1.64302 0.82768 -0.005
H -1.40165 3.63980 -2.71278 0.000
H 0.41897 -7.12577 0.85993 0.001
H -4.41267 -3.20073 0.87363 0.000
C 0.60319 -6.07296 1.03735 0.003
C 0.04826 -1.34091 4.18255 -0.011
H 2.77573 -3.59233 0.20795 0.022
H 2.65039 -3.69274 -4.88946 0.000
C -4.43441 4.77969 -1.72019 0.000
C 1.92752 -4.09517 0.66865 -0.018
C 4.06316 -2.66046 4.65613 0.000
Br -0.87407 -3.46022 -1.40121 0.000
C -3.86492 -1.11798 -1.73865 0.000
C -0.02121 -3.99273 2.07518 0.005
O -1.55850 1.78334 0.74290 0.006
C 2.50968 4.92455 -0.16707 0.000
C 3.44694 -0.39268 3.18333 -0.003
C -3.30160 1.11327 -4.71836 0.000
O 2.14496 1.12392 -4.17275 0.007
H -5.24060 -2.72506 -1.40752 0.000
C 2.46116 4.49718 2.94715 0.000
C -3.01292 -0.49572 -6.48774 0.000
C 3.08996 -2.71911 3.66433 0.009
H 4.54711 3.39302 -0.76856 -0.003
C 0.57441 -2.78056 -2.42212 0.020
O 1.50497 1.10322 -2.02305 0.037
H 0.82269 -1.98124 4.58160 0.000
H 3.41664 5.53028 -0.07229 0.000
H 1.30480 1.35777 1.97546 -0.009
H 2.21309 4.92909 -1.22047 0.000
H 3.26651 0.46473 2.54995 0.007
H -0.38509 2.81927 2.38254 0.000
H 1.71470 5.37444 0.42117 0.000
C -3.58610 0.67085 -6.00495 0.000
C 2.13150 -3.06440 -4.17604 0.002
H -2.68640 5.74261 -2.51160 0.000
Fe 1.71252 -0.17717 -0.38342 3.603
C -1.89897 0.02282 4.55661 0.001
C 1.95072 2.94192 1.16008 0.041
C -1.90673 0.35823 3.21958 0.002
C -4.43682 -2.13252 -0.98712 0.000
H 4.31668 -3.55629 5.21023 0.000
H -3.76269 2.02379 -4.35193 0.000
P 1.43889 -1.57331 1.67049 -0.043
S -1.00873 0.40439 0.65735 0.032
H 5.46763 -1.42050 5.70077 0.000
C -4.28680 2.38967 -1.47625 0.000
H 2.59397 -3.65984 3.45756 -0.003
H -0.88990 -1.10264 6.08662 0.000
H -3.23122 -0.83607 -7.49225 0.000
H -0.03951 4.08009 3.57470 0.000
H 4.92383 0.59800 4.37055 -0.001
H -1.16645 -1.33358 -3.77776 -0.003
C 4.70962 -1.46584 4.92822 0.000
C 3.64455 2.79890 -0.60175 0.000
N 1.45707 3.77859 2.17453 0.001
C 1.19428 -3.62181 -3.32073 0.005
C 1.06742 -3.35500 1.48496 -0.003
H 2.00308 5.36862 3.41958 0.000
C -2.42222 3.62291 -2.34479 0.000
H 3.03540 -1.20395 -4.80721 -0.001
C 2.35914 -1.70721 -4.13314 0.009
C 0.05801 -1.03027 2.81280 0.048
H -2.63603 1.05107 2.81592 0.000
C 4.39717 -0.33088 4.18921 0.003
C -2.43188 0.39566 -3.89899 0.000
H 2.88655 3.86264 3.73705 0.000
C 0.39214 3.25361 3.00761 0.001
C -3.14103 4.80278 -2.22471 0.000
```

For the LUMO energy (alpha / beta), the calculation gives 0.0825 / 0.0825 Eh. The total charge is -1. As for the expectation value of S²: 6.030. The value obtained for the energy above the lowest of the compared OMol25 structures with the same formula, charge and spin is 0.0 kJ/mol. Its spin multiplicity is 5. The calculation puts the electronic energy at -202694.6024 eV. Its gap between HOMO and LUMO (alpha / beta) is 4.9 / 4.9 eV.

***

Density functional theory data (wB97M-V/def2-TZVPD) for C47H45KN3O5P as an isolated structure.

XYZ file:
```
102
Properties=species:S:1:pos:R:3:lowdin_charge:R:1
H -4.17301 2.30573 1.98426 0.102
H 3.46061 -2.18598 5.08910 0.099
H 2.55243 -1.38495 -5.15565 0.079
C 1.84709 -1.08542 5.98248 -0.247
C -3.39824 3.06986 -1.22437 -0.100
C -2.16661 3.67827 -1.01117 -0.104
C 2.88083 1.96849 2.93541 -0.084
H 6.15875 -4.86050 1.77656 0.085
H -0.91029 -1.75631 -7.80543 0.068
H -0.68187 4.21659 0.43392 0.106
H 3.28503 4.02751 2.46576 0.087
H 2.88168 2.11818 4.00871 0.095
H 2.82501 0.57431 6.96245 0.075
O -0.62798 0.73382 1.31610 -0.189
H -1.96434 3.32430 2.35370 0.094
K -0.59486 0.54773 -1.08864 0.691
O -3.25928 0.01007 -3.74059 0.024
C 1.23588 -1.63282 -3.47401 -0.196
C -1.66815 3.79674 0.27795 -0.084
C -0.29372 -1.29675 4.87579 -0.205
C -3.62597 2.71979 1.14533 -0.100
H -2.10898 -0.88994 5.74350 0.125
H -0.76133 0.92712 6.23332 0.081
N -1.65322 -1.01846 4.85959 0.078
C -4.30248 -2.34381 2.64837 -0.113
C -1.58324 -0.55590 -6.15361 -0.161
N -0.58351 2.42132 -5.39237 0.202
H -2.11358 -1.34664 -5.61691 0.123
H 4.14702 -5.55448 0.49906 0.091
H 4.18369 -0.50349 -1.30395 0.095
C 3.02814 2.82647 0.70392 -0.092
H 4.66749 -0.84840 1.88800 0.093
H -1.10095 -0.04508 -8.21355 0.067
O 0.25291 2.83031 -3.34495 0.007
H -0.80908 -0.23471 7.56595 0.077
C 2.56811 0.47864 1.05331 -0.371
C -3.70555 0.84376 -6.36104 -0.194
C -0.15093 0.24085 6.82657 -0.047
O -0.96468 1.34635 3.45570 -0.009
H 4.46806 -0.61918 -3.74980 0.080
C 3.51642 -0.87882 -3.29706 -0.133
C -4.01685 -1.67634 1.46682 -0.086
C 2.60741 0.70991 2.43054 -0.105
H 6.40442 -2.48376 2.45874 0.090
H -3.62191 0.86313 -7.44857 0.105
C 3.40535 -2.26228 0.88150 -0.377
C 2.76645 1.55848 0.19893 -0.088
C 2.44101 -1.30696 -4.07578 -0.138
C -4.48010 2.06265 -5.88159 -0.080
H 0.04648 3.13942 -5.71721 0.150
H -5.07496 2.09533 -0.31010 0.096
C -2.96440 -0.77407 1.43006 -0.023
H 2.33554 -0.70422 8.06398 0.074
C 5.39420 -4.13471 1.52438 -0.125
H 3.72904 -0.93785 7.00344 0.066
C 1.63321 -2.42945 3.99406 -0.102
P 1.98440 -1.16467 0.48456 1.093
H -4.22986 -0.06833 -6.07099 0.118
C 5.52890 -2.80884 1.90748 -0.109
C 4.54635 -1.88074 1.58459 -0.095
H -3.67040 -2.68275 4.68087 0.099
C -2.46019 -1.20934 3.72128 -0.216
H -3.95782 2.98799 -6.13623 0.076
C -2.29852 0.76768 -5.76407 -0.303
C 0.49631 -0.74626 5.90042 -0.174
H -0.29859 -2.48615 3.07981 0.118
C -0.58270 2.20322 -3.98934 -0.561
C 2.10458 -1.12303 -1.35045 -0.506
H 0.43444 -1.97336 -4.13136 0.055
H -5.11740 -3.05690 2.69709 0.087
C 2.72802 -0.51014 7.06250 -0.066
C 4.26587 -4.52321 0.81179 -0.108
H -3.75621 2.91565 -2.23428 0.090
C 3.09616 3.03561 2.07122 -0.108
C -1.14213 0.63748 2.45178 -0.652
H 2.08331 -3.05523 3.23298 0.093
O -1.49544 2.30187 -7.44690 0.045
C -2.37671 0.72212 -4.21640 -0.482
C -3.50825 -2.12552 3.76411 -0.043
H -5.46681 2.10742 -6.34912 0.066
H -4.62249 2.03197 -4.80096 0.067
H -2.73299 -0.23770 0.51754 0.093
C 3.34553 -0.80381 -1.92983 -0.151
H 2.40601 -3.91426 -0.05514 0.105
C -1.45391 1.90150 -6.29018 -0.434
C -2.39200 3.31479 1.35984 -0.094
H 0.57952 0.82486 7.38392 0.061
H 2.69867 1.42467 -0.87344 0.095
C 0.97938 -1.55248 -2.08439 -0.207
H -2.51701 -1.07877 -8.04823 0.066
H 3.16002 3.65342 0.01574 0.096
C 3.28302 -3.59943 0.50063 -0.109
H 2.37976 -0.09424 3.12087 0.085
H -1.55775 3.99276 -1.84934 0.090
N -1.49787 1.38622 -3.44292 0.093
C -4.12934 2.59830 -0.14413 -0.100
C 2.40690 -1.93679 5.03371 -0.085
C -1.52612 -0.86975 -7.64113 -0.093
H -4.60084 -1.85685 0.57312 0.098
C -2.19556 -0.48923 2.55091 -0.053
H -0.57339 -0.53124 -5.73462 0.110
C 0.29102 -2.11230 3.90580 -0.009
```

For the LUMO energy, the calculation gives 0.1523 Eh. The total charge is -2. The value obtained for the energy above the lowest of the compared OMol25 structures with the same formula, charge and spin is 88.3 kJ/mol. The calculation puts the electronic energy at -89795.9200 eV. Its gap between HOMO and LUMO is 5.7 eV.

***

Which of these has the highest total charge?
C47H44BrFeN4O3P2STe

***

Which value of electronic energy does entry 2 give?
-89795.9200 eV